1.
DFT (ωB97M-V/def2-TZVPD) results for C4H9N2 as an isolated structure in a non-equilibrium geometry.

Structure (XYZ):
```
15
Properties=species:S:1:pos:R:3:forces:R:3
C 1.334 2.430 0.464 1.4929 1.6795 -0.4824
C 0.835 1.684 1.223 -1.4241 -0.9501 1.8768
C -0.742 0.251 -0.585 -2.5217 -0.2284 -0.1618
C 0.146 -0.449 0.316 3.9415 1.6902 -3.0433
N -0.445 -0.778 -1.536 2.1329 1.0004 -2.4465
N -0.199 -1.237 1.216 -3.1291 -1.8717 2.2896
H 1.949 3.208 0.120 0.2693 0.4229 -0.8284
H -0.454 1.264 -0.915 -0.4673 -0.7179 0.4189
H -1.800 0.082 -0.265 0.6451 1.0519 -0.1173
H 1.235 -0.392 0.040 -1.3327 -0.1418 0.5280
H -1.041 -1.507 -1.810 -1.3385 -0.7333 0.1362
H 0.227 1.086 1.851 0.1849 0.2079 0.4033
H 0.393 -1.975 1.483 0.8540 -0.8807 0.7676
H 0.046 -0.411 -2.365 -0.1976 -0.5219 0.7034
H -1.198 -1.328 1.465 0.8904 -0.0072 -0.0439
```
Positions in Å, forces in eV/Å.

The net charge is +1. The spin multiplicity is 1.

=====

2.
DFT (ωB97M-V/def2-TZVPD) results for an isolated ion of composition C4H9N2 and charge +1 in a non-equilibrium geometry.

Structure (XYZ):
```
15
Properties=species:S:1:pos:R:3:forces:R:3
C -0.006 0.409 -1.531 -0.1857 -0.9851 3.5167
C -0.958 -0.367 -0.965 -1.0221 2.1819 -1.0666
N -1.213 -0.784 0.460 0.0158 -0.5098 -0.4749
C 0.165 -0.448 1.152 -1.4248 1.2439 2.5181
N 0.569 0.779 0.750 1.2159 1.0205 -0.7115
C 1.077 0.966 -0.591 -1.1273 -1.3368 -0.2460
H -0.070 0.655 -2.554 0.0009 -0.0495 -1.0481
H -1.839 -0.593 -1.499 -0.6002 -0.5221 -0.9597
H -2.112 -0.488 1.000 1.9696 0.2641 -1.4988
H -1.423 -1.758 0.208 0.4605 -0.3518 1.1779
H 0.859 -1.167 0.882 0.9457 -1.8642 -0.7207
H 0.063 -0.394 2.249 -0.4566 -0.6493 -0.4897
H 0.262 1.597 1.198 -0.5099 0.7313 0.7753
H 1.983 0.336 -0.645 0.0614 0.8401 -0.5697
H 1.180 2.031 -0.759 0.6566 -0.0134 -0.2024
```
Positions in Å, forces in eV/Å.

The net charge is +1. The structure (SMILES) is C1=C[NH2+]CNC1. The spin multiplicity is 1.

=====

3.
DFT (ωB97M-V/def2-TZVPD) results for an isolated ion of composition C4H9N2 and charge +1 in a non-equilibrium geometry.

Structure (XYZ):
```
15
Properties=species:S:1:pos:R:3:forces:R:3
N -1.748 0.336 -0.306 0.6285 3.8887 0.1056
C -0.437 -0.112 0.222 2.7949 1.8406 -0.7344
C 0.768 0.928 0.255 -2.7326 1.8915 0.7752
C 1.638 -0.091 -0.442 -3.6504 0.9838 -1.8136
N 0.424 -1.029 -0.577 0.5923 0.1265 -0.8845
C -0.065 -1.428 0.719 -3.2984 0.3527 -2.6751
H -2.491 0.387 0.453 0.6637 -0.4747 -1.5450
H -1.962 -0.076 -1.220 -0.5722 -0.6160 0.4589
H -1.539 1.417 -0.607 -0.8420 -2.9686 1.0069
H 0.906 1.533 1.231 0.3734 -1.3412 -1.5760
H 0.557 1.640 -0.561 -0.2166 0.3408 0.6338
H 1.939 0.283 -1.428 0.0425 -0.5290 0.3572
H 2.414 -0.333 0.125 3.3115 -2.1218 2.0935
H 0.522 -1.377 1.519 2.3496 -0.6286 3.3641
H -0.927 -2.078 0.616 0.5559 -0.7446 0.4334
```
Positions in Å, forces in eV/Å.

The net charge is +1. The structure (SMILES) is [NH3+][C@]12CCN1C2. The spin multiplicity is 1.

=====

4.
DFT (ωB97M-V/def2-TZVPD) results for a 2-piece molecular cluster, C4H9N2 overall in a non-equilibrium geometry.

Structure (XYZ):
```
15
Properties=species:S:1:pos:R:3:forces:R:3
C -0.599 -2.537 1.834 3.7898 0.0648 -2.3241
C -0.331 -0.169 -0.572 0.5042 -0.2433 1.2632
C 1.129 1.714 -0.464 0.6597 1.4645 -0.0911
C 0.778 0.464 -1.347 0.7094 0.0919 1.9698
N -0.105 -1.235 0.114 -2.5494 0.7194 0.6730
N -1.681 -2.478 2.387 -4.1832 -0.6098 2.2316
H -1.208 0.494 -0.344 0.4978 -1.0596 -0.3714
H 1.784 1.523 0.483 -0.9769 -0.0204 -2.0560
H 0.222 2.219 -0.061 0.4322 -0.3628 -0.4070
H 1.604 2.487 -1.159 -0.3195 -1.0122 1.2597
H 1.663 -0.160 -1.351 0.0903 -0.5110 0.1489
H 0.607 0.627 -2.376 -0.7617 0.8435 -0.9764
H 0.740 -1.703 -0.102 1.0671 -0.5326 -0.1970
H -1.773 -3.303 3.084 0.1228 1.5297 -1.0251
H -2.546 -1.903 2.271 0.9174 -0.3622 -0.0981
```
Positions in Å, forces in eV/Å.

The net charge is +1. The spin multiplicity is 1.

=====

5.
DFT (ωB97M-V/def2-TZVPD) results for a 2-piece molecular cluster, C4H9N2 overall in a non-equilibrium geometry.

Structure (XYZ):
```
15
Properties=species:S:1:pos:R:3:forces:R:3
C 0.426 0.890 0.796 -0.4120 0.6480 -0.0664
C 2.946 -0.286 -1.663 2.3012 -0.4286 -3.2693
C -0.949 -0.892 0.260 -3.2055 -3.9496 0.4051
C -1.938 1.029 1.134 -3.9496 0.8713 -1.2745
N 2.152 -0.680 -0.822 -2.0904 -1.4165 2.1302
N -0.723 0.454 0.628 1.0212 0.5569 1.9895
H 3.331 -1.095 -2.374 -0.3864 1.1060 0.8073
H 3.329 0.714 -1.880 -0.1342 0.1338 0.4318
H -0.114 -1.309 -0.232 0.9806 -0.7202 -0.3580
H -1.839 -0.897 -0.420 0.9421 0.1120 0.2792
H -1.363 -1.553 1.198 1.5693 1.8064 -2.0633
H -1.931 1.968 1.605 1.1038 1.0182 1.1798
H -2.634 0.326 1.683 1.5296 0.4212 -0.4890
H -2.506 1.331 0.216 0.3290 -0.6310 0.4408
H 1.813 0.002 -0.127 0.4013 0.4720 -0.1432
```
Positions in Å, forces in eV/Å.

The net charge is +1. The spin multiplicity is 1.

=====

6.
DFT (ωB97M-V/def2-TZVPD) results for a 2-piece molecular cluster, C4H9N2 overall in a non-equilibrium geometry.

Structure (XYZ):
```
15
Properties=species:S:1:pos:R:3:forces:R:3
C 3.313 -1.211 1.949 0.6742 -0.9847 0.5218
C -2.403 0.637 -1.044 -0.6019 0.0521 -1.0177
C 1.173 -0.701 0.705 -1.3231 0.3413 -0.6816
C -1.196 1.017 -0.367 1.0521 -0.1020 0.4988
N 2.125 -0.941 1.290 -0.5681 0.5566 0.0633
N -2.547 0.214 -2.299 -2.5429 1.0848 5.1606
H 4.090 -0.790 1.243 -0.2053 -1.1924 1.2740
H 3.320 -0.710 2.937 0.1485 -0.1110 -0.6652
H -3.368 0.912 -0.587 0.4375 -0.7995 0.1939
H -0.483 0.292 0.205 -1.4364 -0.0926 -0.4668
H -1.409 1.832 0.344 0.1992 -0.2340 -0.4444
H -0.441 1.231 -1.110 0.2726 0.7123 -0.3354
H 3.200 -2.330 2.150 1.3675 1.3731 -0.3995
H -3.540 0.198 -2.496 0.3764 -0.3513 -1.3013
H -1.836 0.350 -2.920 2.1497 -0.2527 -2.4005
```
Positions in Å, forces in eV/Å.

The net charge is +1. The spin multiplicity is 1.

=====

The following LUMO energy values (in Ha) correspond, in order, to the records above: -0.136; -0.131; -0.145; -0.187; -0.259; -0.179.
The following ΔE to the lowest compared entry with this formula, charge and spin values (in kJ/mol) correspond, in order, to the records above: 435.2; 244.2; 407.3; 500.8; 648.0; 304.7.